The following is a quantum chemistry calculation of C3H6OS in the gas phase at a distorted geometry, from the Open Molecules 2025 dataset.

CARTESIAN COORDINATES (ANGSTROEM)
H -0.3079 -1.5609 0.1162
C -0.1048 -0.5627 -0.2772
H 0.1568 -0.6498 -1.3335
H -1.6071 0.4159 0.9348
O 1.7995 1.0198 -0.1434
S 2.7120 -0.3916 -0.0235
H -2.1746 -0.0939 -0.6580
H 0.9247 0.1483 1.5384
H -1.1302 1.3229 -0.5035
C -1.3334 0.3281 -0.1145
C 1.0651 0.0241 0.4642

Summary:
HOMO-LUMO gap in eV: 9.226
E_HOMO in eV: -8.751
Maximum force in eV/Å: 1.34
Total charge: 0